The following is a quantum chemistry calculation of a single C3H7NO2S molecule in a non-equilibrium geometry, from the Open Molecules 2025 dataset.

XYZ file:
```
14
Properties=species:S:1:pos:R:3:mulliken_charge:R:1
C -0.269 1.056 0.819 -1.025
C 0.048 -0.484 1.268 0.689
C 0.100 -1.491 0.135 -1.249
N 0.863 1.538 0.073 -0.188
O 3.421 1.564 0.224 -0.431
O 1.156 -0.398 1.986 -0.730
S 2.233 1.723 0.979 0.608
H -1.252 1.026 0.295 0.380
H -0.475 1.538 1.759 0.388
H -0.981 -0.581 1.785 0.212
H -0.729 -2.192 0.422 0.289
H 0.962 -2.034 0.094 0.373
H -0.152 -1.115 -0.872 0.315
H 0.787 1.082 -0.829 0.369
```

Calculated values
net charge	0
highest occupied orbital energy (spin up / spin down)	-8.478 / -8.935	eV
LUMO energy (spin up / spin down)	-1.22 / -0.98	eV
largest force on an atom	0.077	Eh/bohr
relative energy (zero: lowest compared OMol25 entry of this formula, charge and spin)	408.46	kJ/mol
HOMO-LUMO gap (spin up / spin down)	0.267 / 0.292	hartree
E	-721.8071	Eh



The following is a quantum chemistry calculation of a molecular structure, C6H12 in a non-equilibrium geometry, from the Open Molecules 2025 dataset.

XYZ file:
```
18
Properties=species:S:1:pos:R:3:mulliken_charge:R:1
C -1.949 0.529 1.377 -1.103
C -1.483 0.415 -0.090 -0.462
C -0.499 -0.766 -0.286 -0.764
C 0.986 -0.450 -0.283 0.666
C 1.970 -0.406 0.745 -0.982
C 1.503 0.432 -1.485 -1.350
H -2.830 0.007 1.770 0.345
H -1.228 0.043 2.040 0.310
H -1.950 1.608 1.533 0.297
H -1.062 1.382 -0.374 0.265
H -2.243 0.309 -0.872 0.437
H -0.619 -1.013 -1.358 0.306
H -0.849 -1.595 0.309 0.423
H 0.848 0.349 0.936 0.206
H 1.836 -0.974 1.687 0.238
H 0.808 1.222 -1.735 0.360
H 1.715 -0.322 -2.250 0.308
H 2.407 0.741 -0.979 0.499
```

Calculated values
net charge	0
highest occupied orbital energy	-7.494	eV
LUMO energy	0.82	eV
largest force on an atom	0.071	Eh/bohr
relative energy (zero: lowest compared OMol25 entry of this formula, charge and spin)	554.37	kJ/mol
HOMO-LUMO gap	0.306	hartree
E	-235.6071	Eh



The following is a quantum chemistry calculation of a molecular structure, C52H44F5N6O2P2STl in a non-equilibrium geometry, from the Open Molecules 2025 dataset.

XYZ file:
```
113
Properties=species:S:1:pos:R:3:mulliken_charge:R:1
Tl -1.379 -0.791 2.399 0.834
O -0.166 7.426 4.420 -0.795
N 0.499 6.337 4.138 0.972
O 1.743 6.367 4.067 -0.742
C -0.224 5.184 3.833 -0.406
C -1.410 4.959 4.466 -0.933
C -1.995 3.733 4.514 1.489
C -3.135 3.481 5.222 -0.459
C -3.633 2.236 5.508 -1.040
C -2.942 1.166 4.898 -0.361
N -1.792 1.372 4.139 -0.206
C -1.290 2.609 3.988 -0.371
C -0.062 2.724 3.141 -0.390
N 0.579 1.641 2.673 -0.046
C 1.535 1.813 1.816 0.316
C 2.014 3.155 1.456 -0.727
C 1.391 4.254 2.009 -0.768
C 0.458 4.036 2.947 1.171
H -1.831 5.822 5.021 0.398
H -3.708 4.323 5.434 0.443
H -4.529 2.027 5.998 0.506
H -3.266 0.183 5.059 0.381
H 2.238 0.913 1.552 0.070
H 2.792 3.299 0.667 0.174
H 1.717 5.270 1.851 0.509
N 0.977 -1.799 3.591 -0.268
C 1.564 -2.819 2.769 -0.403
C 0.738 -4.039 2.471 -0.628
N -0.488 -3.753 1.812 -0.063
H 1.435 -0.844 3.411 0.152
H 0.989 -2.092 4.596 0.172
H 2.525 -3.118 3.077 0.506
H 1.698 -2.337 1.756 -0.097
H 0.358 -4.345 3.350 0.693
H 1.336 -4.937 1.869 -0.050
H -1.487 -3.616 2.266 0.148
H -0.530 -3.676 0.794 0.063
C 1.475 -0.268 -3.320 0.791
N 1.769 1.190 -3.408 0.572
C 0.800 2.116 -2.729 -1.376
P 0.454 1.606 -0.901 0.533
C -1.174 0.545 -1.131 1.058
C -0.887 -0.806 -0.782 -0.147
C -1.770 -1.862 -0.950 0.072
C -3.085 -1.693 -1.339 -0.989
C -3.369 -0.247 -1.704 -0.782
C -2.453 0.668 -1.655 -0.270
C -0.502 2.954 -0.355 0.898
C -0.197 4.294 -0.675 -0.888
C -0.968 5.431 -0.243 -1.033
C -2.020 5.220 0.617 -0.607
C -2.308 3.974 1.040 -0.636
C -1.620 2.879 0.571 -0.092
C 2.485 1.868 -4.585 0.209
C 2.421 3.216 -4.720 -0.627
C 3.021 3.769 -5.742 -0.222
C 3.660 2.994 -6.751 -0.584
C 3.655 1.605 -6.552 -0.520
C 2.874 0.943 -5.440 -0.109
P 3.041 -1.176 -2.471 0.753
C 3.700 -2.270 -3.888 0.263
C 2.736 -2.925 -4.567 0.299
C 3.088 -3.486 -5.832 -0.673
C 4.433 -3.602 -6.156 -0.424
C 5.474 -3.125 -5.134 -1.040
C 4.990 -2.362 -4.151 0.026
C 2.282 -2.940 -1.540 -0.240
C 2.993 -3.880 -0.897 -0.282
C 2.399 -5.093 -0.377 -0.777
C 1.106 -5.476 -0.980 -0.387
C 0.364 -4.497 -1.660 -0.170
C 0.913 -3.330 -1.845 0.555
H 1.200 -0.769 -4.344 0.530
H 0.639 -0.423 -2.522 -1.439
H -0.145 2.263 -3.162 0.615
H -11.417 -5.269 -3.575 0.000
H 0.299 -0.524 -0.126 -0.073
H -1.308 -2.982 -0.699 -0.500
H -3.641 -2.522 -1.331 0.750
H -4.537 -0.103 -1.999 0.063
H -2.410 1.779 -2.138 0.053
H 0.646 4.333 -1.280 0.654
H -0.758 6.456 -0.374 0.417
H -2.636 6.050 0.827 0.460
H -3.156 3.632 1.754 0.188
H -1.900 1.957 1.077 -0.023
H 1.542 3.723 -4.042 0.170
H 2.932 4.844 -6.037 0.300
H 4.229 3.456 -7.531 0.377
H 4.640 1.005 -7.130 0.096
H 2.981 -0.011 -5.734 0.652
H 1.533 -3.202 -4.369 -0.060
H 2.516 -4.054 -6.700 0.205
H 4.827 -3.639 -7.144 0.362
H 6.404 -3.138 -5.342 0.616
H 5.449 -1.866 -3.273 0.361
H 4.237 -3.769 -0.883 -0.008
H 2.788 -5.972 0.145 0.418
H 0.671 -6.325 -0.538 0.337
H -0.700 -4.672 -1.992 0.152
H 0.259 -2.484 -2.562 0.164
S 4.232 -0.451 -1.127 -0.443
F -5.472 -2.126 1.792 -0.323
C -4.969 -2.441 3.053 0.012
C -3.661 -2.579 3.192 -0.589
C -3.260 -2.834 4.467 0.881
F -1.866 -2.941 4.733 -0.273
C -4.067 -2.933 5.582 -0.034
F -3.737 -3.153 6.848 -0.362
C -5.449 -2.825 5.376 0.848
F -6.297 -2.943 6.412 -0.351
C -5.921 -2.584 4.098 -0.271
F -7.217 -2.362 3.874 -0.333
```

Calculated values
net charge	-2
highest occupied orbital energy (spin up / spin down)	-0.906 / -1.824	eV
LUMO energy (spin up / spin down)	3.48 / 3.48	eV
largest force on an atom	0.176	Eh/bohr
relative energy (zero: lowest compared OMol25 entry of this formula, charge and spin)	1862.39	kJ/mol
HOMO-LUMO gap (spin up / spin down)	0.161 / 0.195	hartree
E	-4238.8543	Eh



The following is a quantum chemistry calculation of 2 unconnected molecules or ions with the total composition CH7N4P2 in a non-equilibrium geometry, from the Open Molecules 2025 dataset.

XYZ file:
```
14
Properties=species:S:1:pos:R:3:mulliken_charge:R:1
C -0.669 0.240 -1.133 0.657
N 1.030 -0.821 3.090 0.082
N -1.561 0.459 -2.118 -0.395
N 0.066 -0.848 -1.167 -0.264
N -0.425 1.118 -0.175 -0.239
P 1.898 -0.327 1.811 -0.050
P 0.045 -1.472 4.045 -0.033
H -1.564 -0.159 -2.880 0.253
H -1.641 1.447 -2.422 0.281
H 0.377 -1.334 -1.965 0.242
H 0.569 -1.273 -0.374 0.152
H -1.098 1.606 0.328 0.282
H 2.707 0.490 2.503 0.073
H 0.265 0.875 0.459 -0.041
```

Calculated values
net charge	+1
highest occupied orbital energy (spin up / spin down)	-9.931 / -13.428	eV
LUMO energy (spin up / spin down)	-3.59 / -5.24	eV
largest force on an atom	0.053	Eh/bohr
spin multiplicity	3
relative energy (zero: lowest compared OMol25 entry of this formula, charge and spin)	0.00	kJ/mol
HOMO-LUMO gap (spin up / spin down)	0.233 / 0.301	hartree
E	-943.7232	Eh



The following is a quantum chemistry calculation of 2 unconnected molecules or ions with the total composition F3NOS2 in a non-equilibrium geometry, from the Open Molecules 2025 dataset.

XYZ file:
```
7
Properties=species:S:1:pos:R:3:mulliken_charge:R:1
N 1.257 -0.017 0.998 -0.198
O -0.906 -1.049 -0.669 -0.387
F 3.533 0.130 -0.239 -0.329
F -1.283 1.350 -0.358 -0.237
F -3.164 -0.159 -0.167 -0.259
S 1.808 -0.094 -0.311 0.536
S -1.536 -0.184 0.256 0.873
```

Calculated values
net charge	0
highest occupied orbital energy	-11.789	eV
LUMO energy	-1.51	eV
largest force on an atom	0.054	Eh/bohr
relative energy (zero: lowest compared OMol25 entry of this formula, charge and spin)	13.01	kJ/mol
HOMO-LUMO gap	0.378	hartree
E	-1225.9037	Eh